A molecular structure, C20H25F2N6Re at a distorted geometry. Source: the OMol25 dataset; level of theory: ωB97M-V/def2-TZVPD.

E_tot	-37623.750	eV
orbital gap (spin up / spin down)	5.4 / 5.9	eV
E_HOMO (spin up / spin down)	-17.6 / -17.6	eV
expectation value of S²	0.763
M	573.67	g/mol
net charge	+3
max |F|	1.8	eV/Å
multiplicity	2

Positions of all 54 atoms, in Å:
Re -0.242 0.255 0.001
C -3.430 -0.290 -0.372
C -3.044 1.199 -0.541
N -1.981 1.630 0.396
C -2.450 1.695 1.806
C -1.346 1.213 2.748
N -0.677 -0.011 2.240
C -1.364 -1.290 2.517
C -2.626 -1.452 1.673
N -2.359 -1.071 0.268
H -3.643 -0.693 -1.364
H -4.353 -0.381 0.207
H -3.943 1.811 -0.417
H -2.683 1.371 -1.559
H -1.733 2.585 0.117
H -3.351 1.094 1.915
H -2.723 2.718 2.079
H -1.767 1.040 3.744
H -0.583 1.992 2.841
H 0.212 -0.067 2.743
H -1.619 -1.375 3.578
H -0.658 -2.091 2.278
H -3.439 -0.854 2.086
H -2.950 -2.494 1.744
H -2.221 -1.936 -0.249
F 4.179 1.967 2.755
C 3.699 1.051 1.947
C 2.363 1.180 1.533
C 1.809 0.258 0.670
C 2.597 -0.828 0.214
C 3.932 -0.927 0.658
F 4.684 -1.929 0.246
C 4.491 -0.006 1.531
C 1.955 -1.729 -0.727
C 2.540 -2.835 -1.352
C 1.832 -3.544 -2.304
C 0.540 -3.136 -2.633
C -0.003 -2.075 -1.941
N 0.666 -1.391 -1.003
H 1.813 2.031 1.911
H 5.516 -0.110 1.867
H 3.543 -3.137 -1.091
H 2.283 -4.391 -2.797
H -0.027 -3.631 -3.406
H -1.010 -1.739 -2.164
N 1.047 2.568 -1.551
C 1.363 3.094 -2.738
C 0.833 2.261 -3.713
C 0.205 1.237 -3.017
N 0.342 1.421 -1.694
H 1.311 2.933 -0.645
H 1.914 4.011 -2.840
H 0.897 2.389 -4.775
H -0.340 0.406 -3.421

Atomic charges from the natural (NBO) analysis, expressed in e, are listed below: number 1, Re, carries 1.41; number 2, C, carries -0.26; number 3, C, carries -0.25; number 4, N, carries -0.64; number 5, C, carries -0.25; number 6, C, carries -0.25; number 7, N, carries -0.58; number 8, C, carries -0.24; number 9, C, carries -0.25; number 10, N, carries -0.58; number 11, H, carries 0.25; number 12, H, carries 0.24; number 13, H, carries 0.26; number 14, H, carries 0.23; number 15, H, carries 0.43; number 16, H, carries 0.22; number 17, H, carries 0.27; number 18, H, carries 0.26; number 19, H, carries 0.23; number 20, H, carries 0.44; number 21, H, carries 0.25; number 22, H, carries 0.23; number 23, H, carries 0.22; number 24, H, carries 0.26; number 25, H, carries 0.42; number 26, F, carries -0.26; number 27, C, carries 0.47; number 28, C, carries -0.34; number 29, C, carries -0.17; number 30, C, carries -0.13; number 31, C, carries 0.47; number 32, F, carries -0.27; number 33, C, carries -0.28; number 34, C, carries 0.21; number 35, C, carries -0.20; number 36, C, carries -0.07; number 37, C, carries -0.22; number 38, C, carries 0.04; number 39, N, carries -0.49; number 40, H, carries 0.23; number 41, H, carries 0.30; number 42, H, carries 0.28; number 43, H, carries 0.27; number 44, H, carries 0.27; number 45, H, carries 0.20; number 46, N, carries -0.31; number 47, C, carries 0.07; number 48, C, carries -0.28; number 49, C, carries 0.03; number 50, N, carries -0.40; number 51, H, carries 0.44; number 52, H, carries 0.28; number 53, H, carries 0.29; number 54, H, carries 0.24